(1)
{
  "formula": "C17H19BF16O7",
  "method": "the ωB97M-V functional and the def2-TZVPD basis",
  "symbols": ["O", "C", "C", "C", "B", "O", "O", "C", "C", "C", "C", "O", "O", "H", "H", "H", "H", "H", "H", "H", "H", "H", "H", "H", "F", "C", "F", "C", "F", "F", "C", "O", "C", "F", "F", "C", "F", "F", "H", "H", "H", "H", "F", "C", "F", "C", "F", "F", "C", "O", "C", "F", "F", "C", "F", "F", "H", "H", "H", "H"],
  "coordinates": [[5.9208, -1.4428, 2.6000], [5.8760, -0.7032, 1.6328], [6.9993, -0.0185, 0.8459], [6.4871, -0.4069, -0.5489], [7.3075, -0.0269, -1.8473], [8.1389, -0.9699, -2.4055], [7.2000, 1.1675, -2.5044], [5.0596, 0.0862, -0.3699], [4.0401, -0.2338, -1.4322], [2.7413, -0.5766, -0.7744], [1.8950, 0.5734, -0.4712], [1.6481, -0.3865, -1.5646], [4.7300, -0.3521, 0.9733], [6.7877, 1.0335, 1.0307], [7.9933, -0.2976, 1.1584], [6.4324, -1.4973, -0.4879], [8.6662, -1.3592, -1.6989], [7.3348, 1.9337, -1.9412], [5.1121, 1.1722, -0.2535], [4.2897, -1.1085, -2.0238], [3.7704, 0.6301, -2.0195], [2.7404, -1.3744, -0.0716], [2.1265, 1.5245, -0.9174], [0.9809, 0.4315, 0.0740], [-1.2605, 4.2872, 0.0210], [-0.6574, 3.7374, 1.0875], [0.5993, 3.3978, 0.7119], [-1.3747, 2.4729, 1.5683], [-1.3299, 1.5228, 0.6074], [-0.6325, 2.0115, 2.6150], [-2.8179, 2.5966, 2.0933], [-3.8759, 2.2337, 1.2164], [-4.4852, 3.1407, 0.3654], [-4.0643, 4.3985, 0.5917], [-5.8023, 3.1135, 0.6527], [-4.3298, 2.7362, -1.1029], [-3.0298, 2.7009, -1.4555], [-4.9485, 3.6539, -1.8844], [-0.5933, 4.4828, 1.8849], [-2.8779, 1.8523, 2.8866], [-2.9990, 3.5551, 2.5784], [-4.7708, 1.7644, -1.2806], [-5.6984, -2.0586, 1.1966], [-5.1354, -0.9521, 0.6829], [-6.1386, -0.1354, 0.2758], [-4.2462, -1.2668, -0.5226], [-4.9846, -1.7837, -1.5251], [-3.7881, -0.0525, -0.9510], [-2.9929, -2.1376, -0.3016], [-3.0581, -3.5119, -0.6606], [-3.4707, -4.4909, 0.2165], [-3.6593, -4.0160, 1.4604], [-2.4714, -5.3973, 0.2949], [-4.7037, -5.2291, -0.3106], [-5.7396, -4.3830, -0.4591], [-5.0632, -6.1833, 0.5771], [-4.5669, -0.4376, 1.4618], [-2.2562, -1.7307, -0.9934], [-2.5691, -1.9961, 0.6920], [-4.4848, -5.6938, -1.2739]],
  "mulliken_charge": [-0.610, 0.436, -0.577, -0.249, 0.452, -0.568, -0.586, 0.471, -1.169, 0.327, -0.554, -0.529, -0.366, 0.355, 0.371, 0.276, 0.333, 0.320, 0.188, 0.355, 0.379, 0.547, 0.262, 0.131, -0.226, -0.026, -0.223, 1.130, -0.193, -0.357, -1.005, -0.141, 0.715, -0.307, -0.313, 0.430, -0.212, -0.295, 0.276, 0.383, 0.306, 0.079, -0.250, 0.296, -0.260, 0.879, -0.304, -0.220, -0.943, -0.407, 0.795, -0.287, -0.303, 0.198, -0.216, -0.255, 0.165, 0.481, 0.383, 0.234],
  "orbital_gap_ha": 0.378,
  "lumo_energy_ev": 0.09,
  "e_homo_ev": -10.20
}



(2)
{
  "formula": "C4H16NO6S",
  "method": "the ωB97M-V functional and the def2-TZVPD basis",
  "symbols": ["O", "C", "O", "C", "C", "C", "S", "N", "H", "H", "H", "H", "H", "H", "H", "H", "H", "H", "O", "H", "H", "O", "H", "H", "O", "H", "H", "O"],
  "coordinates": [[1.3137, -0.8251, -0.6022], [0.8235, 0.2681, -0.5046], [1.1490, 1.3348, -1.1539], [-0.5558, 0.3476, 0.2423], [-0.2875, -0.3490, 1.6770], [1.0034, 0.1016, 2.3286], [1.1771, 1.8556, 2.6628], [-1.0402, 1.7185, 0.2325], [-1.2340, -0.2169, -0.4302], [-0.0316, -1.3780, 1.4566], [-1.0831, -0.3975, 2.3788], [0.9846, -0.4093, 3.2673], [1.7469, -0.2267, 1.5545], [1.4633, 2.2685, 1.3756], [-1.1378, 2.2543, 1.0997], [-0.3237, 2.2674, -0.1984], [2.5788, -2.0666, -1.4315], [2.3338, -3.4547, -0.9957], [3.0529, -2.9336, -1.2036], [0.1036, -2.0242, -1.7739], [0.0776, -0.9253, -2.7867], [-0.3284, -1.7958, -2.6478], [-1.9372, -1.3348, -2.1036], [-3.2316, -1.6958, -2.6185], [-2.8841, -1.1346, -2.0217], [-2.6785, 0.6471, -0.3277], [-3.8948, 0.3965, -1.2853], [-3.7018, 0.6503, -0.3548]],
  "mulliken_charge": [-0.731, 0.066, -0.838, 1.202, -0.941, -0.651, -0.305, -0.591, -0.513, 0.293, 0.563, 0.457, 0.285, 0.151, 0.234, 0.317, 0.429, 0.263, -0.642, 0.341, 0.352, -0.742, 0.357, 0.268, -0.613, 0.445, 0.276, -0.731],
  "orbital_gap_ha": 0.306,
  "lumo_energy_ev": 3.07,
  "e_above_lowest_kcal_mol": 53.16,
  "total_charge": -1,
  "e_homo_ev": -5.27
}



(3)
{
  "formula": "C9H16N",
  "method": "the ωB97M-V functional and the def2-TZVPD basis",
  "symbols": ["C", "N", "C", "C", "C", "C", "C", "C", "C", "C", "H", "H", "H", "H", "H", "H", "H", "H", "H", "H", "H", "H", "H", "H", "H", "H"],
  "coordinates": [[0.4118, 2.3889, 1.3225], [-0.1387, 1.0548, 1.2719], [0.8529, -0.1049, 1.3778], [0.6623, -0.5682, -0.0739], [1.8588, -0.6670, -0.9684], [-0.6505, -1.0679, -0.3486], [-1.4190, -2.0525, 0.5485], [-1.0415, -0.6864, -1.8088], [-0.8049, 0.8377, -1.5881], [-0.4224, 0.5115, -0.1606], [1.0103, 2.4345, 0.4519], [-0.4448, 3.0168, 1.2626], [0.9474, 2.3733, 2.2103], [-0.8806, 0.9087, 1.9672], [0.3219, -0.8769, 1.9520], [1.7699, 0.1214, 2.0108], [2.5564, -1.5790, -1.0740], [2.3977, 0.2726, -0.5332], [1.4428, -0.3992, -2.0411], [-1.3767, -3.0097, -0.0529], [-2.5002, -1.7280, 0.5841], [-1.0719, -2.1709, 1.6025], [-2.1658, -0.7286, -1.8215], [-0.5253, -1.3156, -2.6448], [0.0489, 1.1562, -2.2515], [-1.6237, 1.4907, -1.7378]],
  "mulliken_charge": [-0.910, 0.022, -0.905, 1.361, -1.221, 0.386, -1.413, -0.605, -0.906, -0.025, 0.326, 0.368, 0.399, 0.394, 0.188, 0.353, 0.284, 0.318, 0.215, 0.382, 0.332, 0.348, 0.340, 0.323, 0.228, 0.418],
  "orbital_gap_ha": 0.388,
  "lumo_energy_ev": -2.96,
  "e_above_lowest_kcal_mol": 100.55,
  "total_charge": 1,
  "e_homo_ev": -13.51
}



(4)
{
  "formula": "C22H25ClCrF7N6O9S2",
  "method": "the ωB97M-V functional and the def2-TZVPD basis",
  "symbols": ["Cr", "C", "C", "N", "C", "C", "C", "O", "O", "C", "O", "C", "C", "C", "F", "C", "C", "C", "N", "C", "C", "N", "C", "C", "H", "H", "H", "H", "H", "H", "H", "H", "H", "H", "H", "H", "H", "H", "H", "H", "H", "H", "C", "C", "N", "O", "C", "C", "N", "O", "H", "H", "H", "H", "H", "H", "H", "F", "C", "F", "F", "S", "O", "O", "N", "S", "O", "O", "C", "F", "F", "F", "Cl"],
  "coordinates": [[-0.4232, -0.2497, 0.1832], [-4.7381, 5.9774, -0.0842], [-3.4588, 5.9496, -0.9053], [-2.9274, 4.5983, -1.0641], [-1.9167, 4.1922, -0.2555], [-1.4488, 2.9228, -0.1512], [-0.2263, 2.6921, 0.7238], [0.2122, 3.6557, 1.3351], [0.2815, 1.5218, 0.6969], [-2.1296, 1.8969, -0.8724], [-1.9286, 0.6770, -0.7830], [-3.1410, 2.3405, -1.8355], [-3.6780, 1.3925, -2.7077], [-4.5961, 1.7938, -3.6348], [-5.0705, 0.8968, -4.5327], [-5.0378, 3.1186, -3.7122], [-4.5093, 4.0526, -2.8421], [-3.5327, 3.6822, -1.9078], [-5.9936, 3.5558, -4.6789], [-5.4279, 4.3007, -5.7871], [-6.5120, 5.1161, -6.4625], [-7.5920, 4.1717, -6.9203], [-8.1436, 3.3811, -5.7611], [-6.9978, 2.6158, -5.1291], [-5.0624, 7.0063, 0.0694], [-4.5715, 5.5210, 0.8908], [-5.5437, 5.4325, -0.5762], [-2.6796, 6.5327, -0.4176], [-3.6044, 6.3925, -1.8927], [-1.4377, 4.9573, 0.3434], [-3.3211, 0.3711, -2.6658], [-4.8824, 5.0657, -2.8863], [-4.9524, 3.6324, -6.5274], [-4.6547, 4.9776, -5.4286], [-6.1519, 5.6624, -7.3328], [-6.9845, 5.7984, -5.7569], [-7.1816, 3.5119, -7.5879], [-8.3332, 4.6718, -7.4108], [-8.9162, 2.7207, -6.1512], [-8.5768, 4.1028, -5.0705], [-6.6080, 1.8828, -5.8510], [-7.3864, 2.0527, -4.2813], [2.0521, -1.6871, 3.3358], [0.9503, -1.2482, 2.4328], [1.1266, -1.0803, 1.1679], [2.4168, -1.2230, 0.7013], [-0.3738, -0.9137, 2.9332], [-0.8122, -1.0730, 4.3496], [-1.1512, -0.3811, 2.0215], [-2.3097, 0.0590, 2.2394], [2.6421, -2.4640, 2.8543], [1.6574, -2.0451, 4.2826], [2.7203, -0.8460, 3.5298], [2.3093, -1.6384, -0.1789], [-0.6198, -2.0811, 4.7199], [-1.8814, -0.8786, 4.3958], [-0.3089, -0.3675, 5.0154], [3.8824, -1.9657, -3.8939], [3.0632, -3.0092, -4.0360], [2.6969, -3.0854, -5.3144], [3.7368, -4.1208, -3.7226], [1.6014, -2.8625, -2.9185], [2.1734, -2.5303, -1.6412], [0.9056, -4.0945, -3.0761], [0.8854, -1.6656, -3.6540], [0.2810, -0.3712, -3.0922], [0.6516, -0.0476, -1.7231], [-1.0764, -0.1457, -3.4858], [1.2267, 0.8976, -4.0355], [0.8625, 2.1217, -3.6331], [2.5359, 0.7638, -3.8516], [0.9656, 0.7965, -5.3431], [-1.2667, -2.2726, -0.4120]],
  "mulliken_spin": [3.163, 0.000, 0.000, 0.005, 0.007, 0.025, 0.015, 0.009, 0.013, -0.036, -0.050, 0.006, 0.007, 0.001, 0.000, 0.000, -0.001, -0.002, 0.000, 0.000, 0.000, 0.000, 0.000, 0.000, 0.000, 0.000, 0.000, 0.000, 0.000, 0.000, 0.000, 0.000, 0.000, 0.000, 0.000, 0.000, 0.000, 0.000, 0.000, 0.000, 0.000, 0.000, -0.003, 0.018, -0.082, -0.002, 0.022, -0.010, -0.093, -0.015, 0.001, 0.000, 0.002, 0.002, 0.001, -0.001, 0.002, 0.000, 0.000, 0.000, 0.000, 0.001, 0.001, 0.000, -0.002, 0.006, -0.024, 0.001, 0.000, 0.000, 0.000, 0.000, 0.011],
  "orbital_gap_ha": [0.170, 0.172],
  "lumo_energy_ev": [-2.01, -2.01],
  "multiplicity": 4,
  "e_above_lowest_kcal_mol": 0.00,
  "e_homo_ev": [-6.63, -6.68]
}



| no. | DFT total energy (a.u.) |
| --- | --- |
| 1 | -2808.619391 |
| 2 | -1066.446388 |
| 3 | -406.889319 |
| 4 | -4859.122969 |